Density functional theory data (the ωB97M-V functional and the def2-TZVPD basis) for C16H26N2O4S2 in the gas phase at a distorted geometry.

Geometry (Å):
C1 -0.728 -1.922 4.631
C2 0.189 -0.863 5.253
C3 1.313 -0.437 4.287
O1 0.639 0.175 3.179
C4 0.891 -0.286 1.935
O2 1.663 -1.193 1.675
C5 0.161 0.369 0.865
C6 -1.279 0.199 0.911
O3 -1.995 1.186 0.947
O4 -1.711 -1.117 0.976
C7 -3.119 -1.313 1.159
C8 -3.308 -2.793 1.396
C9 -4.759 -3.219 1.578
C10 0.804 1.082 -0.108
S1 2.580 1.047 -0.286
C11 2.543 1.590 -2.069
C12 1.379 2.606 -2.233
S2 -0.108 1.850 -1.419
N1 1.149 2.991 -3.652
C13 0.142 4.061 -3.855
C14 0.953 1.774 -4.460
C15 2.174 0.860 -4.418
N2 2.412 0.418 -3.038
C16 3.473 -0.617 -3.016
H1 -0.169 -2.816 4.332
H2 -1.456 -2.241 5.381
H3 -1.302 -1.539 3.755
H4 -0.515 -0.021 5.504
H5 0.639 -1.209 6.171
H6 1.919 -1.326 4.022
H7 1.922 0.354 4.725
H8 -3.496 -0.700 2.025
H9 -3.675 -1.002 0.249
H10 -2.795 -3.071 2.315
H11 -2.852 -3.395 0.582
H12 -5.253 -2.715 2.420
H13 -4.824 -4.308 1.795
H14 -5.333 -3.075 0.654
H15 3.487 2.116 -2.311
H16 1.598 3.519 -1.653
H17 0.232 4.801 -3.020
H18 -0.880 3.681 -3.885
H19 0.312 4.586 -4.785
H20 0.693 2.004 -5.492
H21 0.062 1.239 -4.109
H22 2.014 0.048 -5.121
H23 3.052 1.378 -4.799
H24 3.625 -0.977 -1.986
H25 4.400 -0.270 -3.425
H26 3.133 -1.509 -3.583

Output
- Energy above the lowest of the compared OMol25 structures with the same formula, charge and spin: 26.89 kcal per mole
- SMILES string: CCCOC(=O)C(C(=O)OCCC)=C1S[C@@H]2[C@H](S1)N(C)CCN2C
- LUMO level: 0.0258 Ha
- Strongest force on any atom: 2.62 eV Å⁻¹
- E_tot: -1832.08138 hartree



Density functional theory data (the ωB97M-V functional and the def2-TZVPD basis) for a molecular structure, C16H26N3O12V at a distorted geometry.

Geometry (Å):
O1 -0.499 1.267 -1.305
V1 0.025 0.428 -0.016
O2 0.143 -1.110 -0.404
O3 0.913 2.582 3.323
C1 0.696 1.831 2.256
O4 0.266 2.354 1.259
O5 0.911 0.589 2.134
H1 0.560 3.244 2.725
C2 3.341 0.780 -0.279
O6 2.197 0.745 -0.537
N1 4.160 -0.272 -0.490
C3 3.705 -1.557 -0.960
C4 5.650 -0.215 -0.208
H2 3.849 1.671 0.121
H3 3.885 -2.380 -0.268
H4 3.997 -1.796 -1.983
H5 2.616 -1.525 -0.999
H6 5.951 0.820 -0.049
H7 5.886 -0.709 0.734
H8 6.157 -0.780 -0.990
C5 -1.169 3.912 -3.861
O7 -0.219 4.591 -4.222
N2 -2.489 4.314 -4.002
C6 -2.903 5.513 -4.652
C7 -3.601 3.402 -3.537
H9 -1.006 2.922 -3.405
H10 -3.488 5.223 -5.525
H11 -2.007 6.094 -4.872
H12 -3.553 6.193 -4.101
H13 -4.616 3.741 -3.747
H14 -3.619 2.532 -4.194
H15 -3.395 3.116 -2.506
C8 -3.203 0.576 0.630
O8 -2.047 0.249 0.631
N3 -4.100 0.344 -0.359
C9 -3.838 -0.406 -1.584
C10 -5.513 0.674 -0.078
H16 -3.742 0.991 1.495
H17 -2.772 -0.436 -1.808
H18 -4.306 0.157 -2.392
H19 -4.156 -1.436 -1.425
H20 -5.520 1.678 0.345
H21 -5.931 0.845 -1.070
H22 -6.039 -0.067 0.524
C11 2.244 -3.719 4.872
C12 1.915 -2.991 3.801
C13 1.570 -3.532 2.417
O9 1.169 -2.846 1.469
C14 1.844 -4.975 2.226
C15 2.242 -5.693 3.266
C16 2.369 -5.158 4.667
O10 2.597 -5.878 5.647
O11 2.507 -6.991 3.145
O12 1.881 -1.623 3.941
H23 2.361 -3.336 5.875
H24 1.599 -5.439 1.282
H25 3.054 -7.233 3.896
H26 1.469 -1.277 3.146

Output
- Energy above the lowest of the compared OMol25 structures with the same formula, charge and spin: 0.00 kcal per mole
- LUMO level: -0.0425 Ha
- Strongest force on any atom: 5.52 eV Å⁻¹
- E_tot: -2636.43177 hartree



Density functional theory data (the ωB97M-V functional and the def2-TZVPD basis) for a molecular structure, C16H26N3O6PReS3 at a distorted geometry.

Geometry (Å):
Re1 -0.396 -0.421 -0.825
O1 0.194 -0.830 -2.757
C1 0.913 -1.806 -3.209
C2 1.624 -2.734 -2.426
C3 2.308 -3.799 -3.075
C4 3.089 -4.611 -2.334
C5 3.299 -4.414 -0.970
C6 2.645 -3.407 -0.312
C7 1.765 -2.591 -1.028
O2 1.041 -1.685 -0.338
N1 3.754 -5.763 -2.986
O3 4.498 -6.435 -2.298
O4 3.491 -5.964 -4.149
H1 0.965 -1.896 -4.293
H2 2.213 -3.978 -4.142
H3 3.970 -5.103 -0.462
H4 2.751 -3.267 0.757
C8 -1.159 2.884 4.572
C9 -1.954 2.683 3.308
C10 -3.031 1.644 3.389
O5 -1.010 2.313 2.168
P1 -0.195 1.052 1.894
S1 0.733 1.445 0.084
S2 -1.305 -0.607 1.373
O6 0.746 0.889 3.096
C11 1.839 -0.147 3.350
C12 2.949 0.078 2.369
C13 1.243 -1.518 3.319
H5 -1.793 3.424 5.278
H6 -0.249 3.474 4.422
H7 -0.908 1.929 5.038
H8 -2.323 3.624 2.920
H9 -2.636 0.685 3.739
H10 -3.540 1.499 2.438
H11 -3.754 1.971 4.133
H12 2.114 0.130 4.362
H13 2.653 -0.226 1.370
H14 3.778 -0.572 2.658
H15 3.333 1.098 2.375
H16 1.075 -1.856 2.295
H17 0.309 -1.585 3.874
H18 1.949 -2.205 3.781
C14 -4.800 2.009 -2.800
N2 -3.424 2.545 -3.022
C15 -2.311 1.988 -2.582
S3 -2.442 0.641 -1.486
N3 -1.151 2.521 -2.915
C16 -1.002 3.719 -3.722
H19 -5.482 2.820 -3.016
H20 -4.909 1.722 -1.762
H21 -4.978 1.164 -3.461
H22 -3.332 3.318 -3.663
H23 -0.338 2.085 -2.545
H24 -1.522 4.564 -3.277
H25 -1.354 3.548 -4.749
H26 0.056 3.954 -3.757

Output
- Expectation value of S²: 3.782
- LUMO level (alpha / beta): -0.2844 / -0.3013 Ha
- Multiplicity: 4
- Strongest force on any atom: 1.70 eV Å⁻¹
- Net charge: +2
- E_tot: -2854.67431 hartree



Density functional theory data (the ωB97M-V functional and the def2-TZVPD basis) for C16H26N4O3S in the gas phase at a distorted geometry.

Geometry (Å):
C1 -5.014 0.427 -0.894
C2 -3.497 -0.026 -0.970
C3 -3.117 -1.502 -0.795
C4 -3.353 -2.008 0.584
C5 -2.883 -3.464 0.750
C6 -2.415 -4.035 2.124
C7 -0.948 -3.604 2.333
O1 -0.139 -4.519 2.372
N1 -0.608 -2.266 2.336
N2 0.789 -1.743 2.324
C8 0.837 -0.529 1.695
C9 1.959 -0.115 1.017
C10 3.137 -0.812 0.995
O2 3.287 -2.002 1.255
N3 4.262 -0.119 0.818
C11 4.294 1.046 0.152
S1 5.826 1.570 0.189
N4 3.090 1.434 -0.504
C12 3.178 2.440 -1.597
C13 2.077 2.255 -2.658
C14 3.237 3.878 -1.003
C15 2.075 4.775 -1.363
C16 1.939 1.019 0.115
O3 0.812 1.501 0.002
H1 -5.434 0.311 -1.850
H2 -4.805 1.475 -0.579
H3 -5.592 -0.177 -0.151
H4 -3.295 0.225 -2.047
H5 -2.880 0.605 -0.276
H6 -3.595 -2.115 -1.588
H7 -2.040 -1.658 -1.056
H8 -2.665 -1.533 1.337
H9 -4.383 -1.865 0.899
H10 -2.056 -3.699 0.055
H11 -3.789 -3.970 0.459
H12 -3.126 -3.795 2.896
H13 -2.429 -5.101 2.113
H14 -1.421 -1.583 2.296
H15 1.636 -2.385 2.264
H16 0.008 0.155 1.774
H17 5.006 -0.726 0.537
H18 4.102 2.230 -2.135
H19 2.248 2.762 -3.655
H20 1.927 1.181 -2.706
H21 1.090 2.803 -2.519
H22 4.144 4.441 -1.259
H23 3.177 3.675 0.144
H24 1.214 4.504 -0.732
H25 2.271 5.815 -1.044
H26 1.863 4.824 -2.456

Output
- Energy above the lowest of the compared OMol25 structures with the same formula, charge and spin: 105.66 kcal per mole
- SMILES string: CCCCCCC(=O)NN/C=C1\C(=O)NC(=S)N([C@@H](C)CC)C1=O
- LUMO level: -0.0222 Ha
- Strongest force on any atom: 4.02 eV Å⁻¹
- E_tot: -1468.09493 hartree



Density functional theory data (the ωB97M-V functional and the def2-TZVPD basis) for C16H26N6O5S in the gas phase.

Geometry (Å):
C1 -0.558 4.962 3.627
S1 0.985 4.045 3.784
C2 0.333 2.388 4.123
C3 -0.738 1.962 3.128
O1 -1.788 1.458 3.487
N1 -0.422 2.147 1.824
C4 -1.238 1.598 0.762
C5 -0.880 0.159 0.455
O2 0.455 0.128 -0.011
C6 0.921 -1.190 -0.230
C7 2.336 -1.122 -0.760
N2 2.426 -0.451 -2.051
C8 2.774 0.959 -2.038
C9 2.121 -1.179 -3.149
O3 1.773 -2.346 -3.082
C10 2.198 -0.458 -4.496
N3 2.063 -1.368 -5.607
C11 1.128 -2.297 -5.872
N4 1.379 -2.867 -7.027
C12 2.514 -2.237 -7.437
C13 3.199 -2.561 -8.727
N5 2.576 -3.551 -9.412
O4 4.198 -1.989 -9.104
N6 2.962 -1.321 -6.608
C14 1.526 1.408 4.309
C15 1.368 1.547 5.843
O5 2.304 2.408 6.454
C16 -0.029 2.163 5.609
H1 -0.297 6.012 3.513
H2 -1.113 4.631 2.751
H3 -1.170 4.844 4.520
H4 0.493 2.509 1.607
H5 -2.281 1.652 1.070
H6 -1.106 2.209 -0.132
H7 -0.982 -0.448 1.363
H8 -1.560 -0.246 -0.306
H9 0.910 -1.758 0.709
H10 0.280 -1.709 -0.950
H11 2.967 -0.574 -0.057
H12 2.724 -2.135 -0.862
H13 2.774 1.378 -3.039
H14 2.054 1.512 -1.434
H15 3.770 1.098 -1.614
H16 1.422 0.311 -4.540
H17 3.161 0.029 -4.633
H18 0.322 -2.527 -5.198
H19 1.752 -3.984 -9.033
H20 2.962 -3.846 -10.290
H21 1.276 0.410 3.948
H22 2.488 1.717 3.898
H23 1.399 0.620 6.409
H24 2.218 3.283 6.056
H25 -0.269 3.047 6.200
H26 -0.833 1.434 5.697

Output
- Energy above the lowest of the compared OMol25 structures with the same formula, charge and spin: 40.03 kcal per mole
- SMILES string: CS[C@]1(C(=O)NCCOCCN(C)C(=O)Cn2cnc(C(N)=O)n2)C[C@H](O)C1
- LUMO level: 0.0084 Ha
- Strongest force on any atom: 0.27 eV Å⁻¹
- E_tot: -1728.23649 hartree



Density functional theory data (the ωB97M-V functional and the def2-TZVPD basis) for a gas-phase ion, C16H26NO2 (charge +1) at a distorted geometry.

Geometry (Å):
O1 -0.827 -1.910 -1.112
C1 -2.001 -2.166 -0.982
O2 -2.793 -2.191 -2.047
C2 -2.655 -2.396 0.358
C3 -3.263 -1.073 0.862
C4 -2.190 -0.020 1.135
C5 -2.792 1.342 1.475
C6 -1.739 2.449 1.572
C7 -1.044 2.738 0.230
C8 0.436 2.348 0.221
C9 1.006 2.320 -1.204
C10 0.697 1.013 -1.944
C11 1.850 -0.004 -1.933
N1 2.372 -0.212 -0.596
C12 3.499 0.394 -0.212
C13 3.975 0.269 1.077
C14 3.270 -0.505 1.988
C15 2.106 -1.132 1.565
C16 1.677 -0.965 0.264
H1 -3.713 -2.408 -1.842
H2 -1.903 -2.743 1.068
H3 -3.436 -3.154 0.274
H4 -3.966 -0.686 0.119
H5 -3.825 -1.271 1.775
H6 -1.563 0.079 0.249
H7 -1.554 -0.353 1.959
H8 -3.326 1.272 2.424
H9 -3.520 1.617 0.708
H10 -2.234 3.352 1.929
H11 -0.995 2.173 2.322
H12 -1.564 2.206 -0.568
H13 -1.118 3.801 -0.002
H14 0.556 1.370 0.693
H15 0.992 3.069 0.822
H16 2.085 2.487 -1.177
H17 0.576 3.157 -1.754
H18 0.477 1.214 -2.992
H19 -0.186 0.542 -1.514
H20 1.472 -0.954 -2.316
H21 2.661 0.348 -2.572
H22 4.031 0.975 -0.951
H23 4.887 0.770 1.360
H24 3.622 -0.619 3.001
H25 1.532 -1.749 2.238
H26 0.772 -1.429 -0.114

Output
- Energy above the lowest of the compared OMol25 structures with the same formula, charge and spin: 3.54 kcal per mole
- SMILES string: O=C(O)CCCCCCCCCC[n+]1ccccc1
- LUMO level: -0.1390 Ha
- Strongest force on any atom: 1.40 eV Å⁻¹
- Net charge: +1
- E_tot: -830.31434 hartree



Density functional theory data (the ωB97M-V functional and the def2-TZVPD basis) for a molecular structure, C16H26O14S2 at a distorted geometry.

Geometry (Å):
O1 -7.999 -6.188 9.203
C1 -7.708 -5.861 8.090
O2 -7.054 -4.708 7.830
C2 -6.704 -4.593 6.459
C3 -7.018 -5.990 5.825
C4 -8.023 -6.581 6.794
H1 -5.650 -4.434 6.266
H2 -7.340 -3.868 5.957
H3 -6.079 -6.549 5.915
H4 -7.274 -5.954 4.771
H5 -7.957 -7.653 6.954
H6 -9.048 -6.309 6.522
O3 -10.597 -5.465 4.557
C5 -9.951 -4.554 4.110
O4 -9.504 -3.532 4.863
C6 -8.961 -2.477 4.026
C7 -9.529 -2.784 2.640
C8 -9.636 -4.301 2.639
H7 -7.876 -2.537 4.061
H8 -9.368 -1.538 4.388
H9 -8.990 -2.226 1.870
H10 -10.550 -2.400 2.547
H11 -8.738 -4.838 2.324
H12 -10.438 -4.689 2.018
O5 -5.269 -2.131 4.839
C9 -5.320 -1.908 3.664
O6 -5.281 -2.888 2.746
C10 -5.263 -2.373 1.407
C11 -5.536 -0.862 1.483
C12 -5.497 -0.562 3.007
H13 -6.013 -2.916 0.831
H14 -4.306 -2.600 0.939
H15 -6.439 -0.561 0.962
H16 -4.702 -0.325 1.035
H17 -6.439 -0.136 3.345
H18 -4.666 0.102 3.217
C13 -2.139 -4.535 6.110
C14 -2.363 -5.667 7.091
O7 -2.512 -6.838 6.298
S1 -1.640 -6.719 4.954
O8 -2.479 -7.005 3.856
O9 -0.425 -7.419 5.095
O10 -1.353 -5.165 5.058
H19 -1.602 -3.665 6.465
H20 -3.048 -4.213 5.593
H21 -3.266 -5.571 7.688
H22 -1.484 -5.725 7.740
C15 -6.272 -10.157 9.806
C16 -7.024 -8.935 10.372
O11 -7.464 -9.354 11.676
S2 -7.122 -10.891 11.937
O12 -8.275 -11.555 12.396
O13 -5.886 -11.000 12.619
O14 -6.918 -11.270 10.385
H23 -5.207 -10.046 10.018
H24 -6.359 -10.180 8.720
H25 -7.872 -8.575 9.797
H26 -6.338 -8.092 10.471

Output
- Energy above the lowest of the compared OMol25 structures with the same formula, charge and spin: 0.00 kcal per mole
- LUMO level: 0.0013 Ha
- Strongest force on any atom: 2.28 eV Å⁻¹
- E_tot: -2474.97618 hartree



Density functional theory data (the ωB97M-V functional and the def2-TZVPD basis) for a molecular structure, C16H27AlBBrCl2F3KN3O19S2 at a distorted geometry.

Geometry (Å):
C1 3.305 -3.818 0.557
C2 2.560 -2.741 -0.453
B1 2.707 -1.167 0.032
O1 3.672 -0.711 1.089
C3 1.730 -0.066 -0.769
C4 2.459 1.098 -1.644
N1 1.789 2.162 -2.467
C5 0.302 1.977 -2.358
C6 -0.643 3.050 -3.219
C7 -2.283 3.065 -3.211
C8 -3.044 1.942 -2.287
C9 -2.147 0.827 -1.422
C10 -3.028 -0.237 -0.523
C11 -2.575 -1.805 -0.680
C12 -3.840 -2.828 -1.059
S1 -3.285 -3.868 -2.555
O2 -4.573 -4.470 -3.226
O3 -2.594 -2.979 -3.637
O4 -2.258 -5.084 -1.916
C13 -0.481 0.864 -1.469
N2 0.236 -0.176 -0.656
H1 4.133 -4.395 -0.079
H2 3.845 -3.294 1.469
H3 2.555 -4.638 0.932
H4 1.444 -3.079 -0.586
H5 3.074 -2.865 -1.522
H6 4.523 -0.479 0.573
H7 3.653 1.108 -1.632
H8 -0.088 3.865 -3.887
H9 -2.825 3.903 -3.839
H10 -4.213 1.943 -2.232
H11 -3.071 0.114 0.612
H12 -4.159 -0.180 -0.900
H13 -1.641 -1.960 -1.376
H14 -2.225 -2.160 0.405
H15 -4.850 -2.262 -1.237
H16 -4.039 -3.627 -0.199
H17 -1.307 -4.867 -2.151
K1 2.450 4.007 -3.448
O5 -8.496 -0.776 0.197
Cl1 -8.050 -1.639 -0.879
O6 -6.600 -1.666 -0.907
O7 -8.548 -1.134 -2.143
O8 -8.554 -2.982 -0.663
N3 4.146 -1.559 4.137
H18 3.464 -1.439 4.896
H19 5.008 -1.051 4.368
H20 4.359 -2.558 4.024
H21 3.754 -1.191 3.263
C14 5.422 1.279 8.395
F1 6.749 0.974 8.563
F2 4.830 1.048 9.610
F3 5.373 2.638 8.209
S2 4.625 0.323 7.001
O9 4.769 -1.094 7.364
O10 5.378 0.688 5.793
O11 3.226 0.770 6.966
O12 -0.007 6.863 -1.719
H22 -0.475 6.916 -0.872
H23 0.321 7.764 -1.860
Al1 7.746 -0.814 8.626
Br1 4.746 -2.447 -2.164
O13 0.830 5.706 3.328
Cl2 1.146 5.847 1.920
O14 0.318 6.886 1.340
O15 0.893 4.591 1.241
O16 2.544 6.204 1.772
C15 -1.417 0.129 -5.996
C16 -0.322 1.127 -6.331
O17 -0.420 1.675 -7.464
O18 0.548 1.281 -5.429
H24 -2.138 0.040 -6.814
H25 -0.977 -0.856 -5.814
H26 -1.951 0.452 -5.098
O19 -8.713 -3.686 2.307
H27 -8.795 -4.474 1.802

Output
- LUMO level: -0.1541 Ha
- Strongest force on any atom: 10.89 eV Å⁻¹
- Net charge: -1
- E_tot: -7675.97294 hartree